1.
DFT (ωB97M-V/def2-TZVPD) results for a gas-phase ion, C6H9N4 (charge +1) at a distorted geometry.

Atoms and positions in Å:
C1 -1.5488 0.0021 -1.2595
C2 2.2047 -0.8047 -0.3641
C3 0.2238 -0.8768 0.3166
C4 -1.0982 -1.3260 0.8045
C5 0.4554 0.5723 -0.0410
C6 0.1917 1.7451 0.8509
N1 -0.4089 0.5975 -1.2210
N2 1.2800 -1.6693 0.1453
N3 -1.9888 -0.8072 -0.2956
N4 1.8004 0.4618 -0.5760
H1 -2.0151 -0.0073 -2.2525
H2 3.2926 -0.8965 -0.5148
H3 -1.2695 -2.4383 0.7827
H4 -1.4207 -0.9160 1.7134
H5 -0.6632 1.8871 1.5975
H6 0.2679 2.7093 0.2411
H7 1.2022 1.8711 1.5255
H8 -2.8254 -1.3171 -0.4203
H9 2.3197 1.2129 -1.0327

Cartesian forces (eV/Å) of the 3 atoms listed first:
1.68 -0.52 -0.34
1.15 2.81 -0.31
1.94 -0.37 2.11

Output
HOMO level, eV: -13.52
ΔE to the lowest compared entry with this formula, charge and spin, eV: 2.784
Kohn-Sham gap, Eh: 0.30278
Structure (SMILES): C[C@]12N=CNCC1=NC=[NH+]2
E_tot, a.u.: -452.74614
Total charge: +1
E_LUMO, eV: -5.278

=====

2.
DFT (ωB97M-V/def2-TZVPD) results for a gas-phase ion, C6H9N6O3 (charge -1) at a distorted geometry.

Atoms and positions in Å:
C1 -2.7655 0.4468 0.1961
C2 0.5120 0.2060 -0.0296
C3 -1.0519 2.2662 0.3878
C4 -1.3843 -1.6146 0.5264
C5 1.3548 2.3954 -0.2874
C6 1.0136 -2.0190 0.5793
N1 -2.1145 1.6212 0.5050
N2 -4.1296 0.7068 0.3242
N3 -2.3861 -0.8624 0.3462
N4 0.2107 1.5740 0.0900
N5 -0.0443 -1.0213 0.5335
N6 -5.1445 0.1388 -0.1294
O1 -5.0113 -1.1561 -0.7943
O2 1.5194 -0.0261 -0.6808
O3 -6.2623 0.5699 0.0514
H1 -0.9070 3.3743 0.6754
H2 -1.4876 -2.7251 0.6464
H3 1.1207 2.8985 -1.3659
H4 1.2818 3.3001 0.3694
H5 2.2521 1.7204 -0.3143
H6 1.8507 -1.5920 1.1532
H7 0.5921 -2.8812 1.1339
H8 1.4132 -2.2231 -0.4323
H9 -4.1487 -1.4969 -0.3681

Cartesian forces (eV/Å) of the 3 atoms listed first:
1.16 -0.32 0.73
-1.18 -0.56 -0.50
1.97 -1.23 0.70

Output
HOMO level (spin up / spin down), eV: -2.53 / -2.53
ΔE to the lowest compared entry with this formula, charge and spin, eV: 0.866
Kohn-Sham gap (spin up / spin down), Eh: 0.21708 / 0.21705
Structure (SMILES): CN1/C=N\C(=NN([O-])O)/N=C\N(C)C1=O
E_tot, a.u.: -788.10547
Total charge: -1
E_LUMO (spin up / spin down), eV: 3.380 / 3.380

=====

3.
DFT (ωB97M-V/def2-TZVPD) results for a molecular structure, C6H9NNiS at a distorted geometry.

Atoms and positions in Å:
Ni1 -0.0173 -1.0347 -0.8836
C1 3.3615 0.3376 -3.1177
H1 2.6257 0.3512 -2.2990
H2 2.8317 0.2736 -4.0644
H3 3.9902 -0.5427 -2.9927
H4 3.9120 1.2380 -3.0415
H5 1.0315 -2.0892 -0.3653
S1 -0.0460 -2.4964 0.7224
C2 -0.7868 -1.0093 1.2579
C3 -1.7779 -0.9206 2.2232
C4 -2.4310 0.2965 2.4285
C5 -2.0852 1.3961 1.6484
C6 -1.2069 1.2507 0.5650
N1 -0.6045 0.0463 0.3549
H6 -2.0416 -1.8442 2.7261
H7 -3.2140 0.3604 3.1765
H8 -2.5316 2.3634 1.8312
H9 -1.0097 2.0234 -0.1700

Cartesian forces (eV/Å) of the 3 atoms listed first:
0.69 -1.03 -3.55
-1.03 -0.94 0.47
0.14 -0.09 -0.24

Output
HOMO level (spin up / spin down), eV: -4.89 / -8.23
ΔE to the lowest compared entry with this formula, charge and spin, eV: 0.680
Kohn-Sham gap (spin up / spin down), Eh: 0.15393 / 0.27698
Expectation value of S²: 2.033
E_tot, a.u.: -2195.10688
Spin multiplicity: 3
E_LUMO (spin up / spin down), eV: -0.706 / -0.693

=====

4.
DFT (ωB97M-V/def2-TZVPD) results for 2 unconnected molecules or ions with the total composition C6H9NO at a distorted geometry.

Atoms and positions in Å:
C1 1.7229 -0.6106 0.3582
C2 1.7276 0.0544 1.6142
N1 0.4144 0.4098 1.8866
C3 -0.4498 -0.1774 0.9862
C4 0.3578 -0.6885 -0.0746
C5 -0.3056 -1.2077 -1.2757
C6 -1.4411 -0.7352 -1.7847
H1 2.6214 -0.8795 -0.2346
H2 2.5380 0.4901 2.1122
H3 0.0876 0.9829 2.6672
H4 -1.5140 -0.1498 1.0506
H5 0.2643 -2.0798 -1.6957
H6 -1.8449 -1.0597 -2.7054
H7 -2.0136 0.1125 -1.3628
H8 -0.4780 1.3357 -1.1117
H9 -0.8730 1.9880 0.3007
O1 -0.8139 2.2148 -0.7307

Cartesian forces (eV/Å) of the 3 atoms listed first:
0.02 0.64 1.00
-1.58 -0.60 -2.83
0.01 -0.26 0.91

Output
HOMO level (spin up / spin down), eV: 0.93 / -3.75
ΔE to the lowest compared entry with this formula, charge and spin, eV: 1.025
Kohn-Sham gap (spin up / spin down), Eh: 0.12182 / 0.28594
Expectation value of S²: 0.758
E_tot, a.u.: -363.92339
Spin multiplicity: 2
Total charge: -1
E_LUMO (spin up / spin down), eV: 4.240 / 4.030

=====

5.
DFT (ωB97M-V/def2-TZVPD) results for 2 unconnected molecules or ions with the total composition C6H9NO at a distorted geometry.

Atoms and positions in Å:
C1 1.4818 -2.1645 0.6796
C2 -1.9052 1.0628 -0.9816
C3 -0.0422 2.5626 -1.8185
C4 -0.2251 -1.1710 2.1135
C5 -0.7137 1.2698 -1.3454
C6 1.0308 -1.0692 1.2958
N1 1.6665 -3.3374 0.3712
O1 -3.0271 1.0903 -0.7402
H1 0.4896 2.4181 -2.8099
H2 -0.8787 3.2817 -1.9713
H3 0.5789 2.9266 -1.1114
H4 -0.8577 -2.0084 1.7666
H5 -0.0587 -1.2825 3.2252
H6 -0.6797 -0.1455 2.0429
H7 0.0838 0.4252 -1.3295
H8 1.4492 -3.7370 -0.6120
H9 1.6075 -0.1214 1.2248

Cartesian forces (eV/Å) of the 3 atoms listed first:
-1.40 0.04 0.52
-1.06 0.95 -0.15
-3.51 -0.91 -3.12

Output
HOMO level, eV: -8.48
ΔE to the lowest compared entry with this formula, charge and spin, eV: 3.549
Kohn-Sham gap, Eh: 0.33704
Structure (SMILES): CC=C=N.CC=C=O
E_tot, a.u.: -363.89380
E_LUMO, eV: 0.691

=====

6.
DFT (ωB97M-V/def2-TZVPD) results for C6H9NO in the gas phase at a distorted geometry.

Atoms and positions in Å:
C1 -1.6729 1.2994 0.8565
C2 -0.5954 -0.7859 -0.1725
C3 -0.6425 0.6451 -0.0076
C4 0.5882 1.2057 -0.3438
C5 0.9045 -1.1616 -0.4179
C6 1.8070 -1.2636 0.5800
O1 1.1229 1.3273 -1.6023
N1 -1.5758 -1.6120 -0.2558
H1 0.6998 0.6645 -2.1719
H2 -1.2892 -2.5303 -0.5953
H3 0.9862 2.0332 0.2439
H4 1.0906 -1.7007 -1.3430
H5 -1.3365 1.3360 1.8989
H6 -2.6189 0.7525 0.8287
H7 -1.8759 2.3309 0.5468
H8 1.6844 -0.7104 1.5055
H9 2.7234 -1.8299 0.4499

Cartesian forces (eV/Å) of the 3 atoms listed first:
0.24 0.61 0.52
0.89 -0.48 -2.29
1.37 -0.52 0.63

Output
HOMO level (spin up / spin down), eV: -7.95 / -7.95
ΔE to the lowest compared entry with this formula, charge and spin, eV: 3.771
Kohn-Sham gap (spin up / spin down), Eh: 0.29474 / 0.29486
Structure (SMILES): [H]/N=C(C=C)/C(C)=C\O
E_tot, a.u.: -363.88567
E_LUMO (spin up / spin down), eV: 0.072 / 0.074

=====

7.
DFT (ωB97M-V/def2-TZVPD) results for C6H9NO in the gas phase.

Atoms and positions in Å:
C1 0.0173 -1.8542 -0.0161
C2 1.8399 1.5174 0.0440
C3 -2.8685 0.2383 0.0567
C4 1.0286 -0.9360 0.0311
C5 0.7668 0.4684 0.0459
C6 -1.5001 0.2230 -0.5181
O1 2.3223 -1.3743 -0.0758
N1 -0.4978 0.7987 -0.0781
H1 2.8923 -0.6604 -0.3830
H2 0.2490 -2.8750 -0.2818
H3 -0.8994 -1.7203 0.5337
H4 2.4170 1.5087 -0.8884
H5 2.5359 1.3841 0.8754
H6 1.3914 2.5043 0.1339
H7 -2.8892 0.3637 1.1440
H8 -3.4022 1.0805 -0.3939
H9 -3.4031 -0.6671 -0.2294

Cartesian forces (eV/Å) of the 3 atoms listed first:
0.34 0.06 0.29
-0.02 -0.07 0.05
-0.01 -0.15 0.29

Output
HOMO level (spin up / spin down), eV: -7.51 / -7.51
ΔE to the lowest compared entry with this formula, charge and spin, eV: 3.254
Kohn-Sham gap (spin up / spin down), Eh: 0.29394 / 0.29392
E_tot, a.u.: -363.90466
E_LUMO (spin up / spin down), eV: 0.487 / 0.487

=====

8.
DFT (ωB97M-V/def2-TZVPD) results for a molecular structure, C6H9NO at a distorted geometry.

Atoms and positions in Å:
C1 -1.9275 1.1500 -0.7747
C2 0.0884 0.0198 -0.2899
C3 0.0068 -0.3668 1.1136
C4 1.5458 0.1282 -0.0454
C5 1.8733 -1.3981 0.4141
C6 0.6956 -1.6306 1.0246
H1 -2.3112 0.9682 0.1533
H2 -2.3201 0.2163 -1.3602
H3 -2.2198 2.1267 -1.2765
H4 -0.0756 1.3923 -1.7318
H5 -0.4263 -0.7364 -0.9039
H6 -0.8293 -0.1596 1.8449
H7 2.2042 0.9593 -0.5356
H8 2.6434 -2.0822 0.1884
H9 0.2041 -2.3637 1.4808
N1 -0.4022 1.2670 -0.5998
O1 1.2504 0.5096 1.2980

Cartesian forces (eV/Å) of the 3 atoms listed first:
1.81 0.53 -3.21
-1.88 -0.77 -2.58
1.10 2.51 2.41

Output
HOMO level, eV: -8.72
ΔE to the lowest compared entry with this formula, charge and spin, eV: 5.797
Kohn-Sham gap, Eh: 0.35566
E_tot, a.u.: -363.81122
E_LUMO, eV: 0.955

=====

9.
DFT (ωB97M-V/def2-TZVPD) results for 2 unconnected molecules or ions with the total composition C6H9NO at a distorted geometry.

Atoms and positions in Å:
C1 0.5522 -0.0175 -0.6841
C2 0.1873 -1.4037 -0.1739
C3 -0.6424 -0.8849 1.1393
C4 -1.5993 0.1470 1.0505
C5 0.8701 0.7180 0.5229
C6 1.2931 1.4628 -0.6941
H1 -0.2989 1.2943 -2.4414
H2 0.9607 -2.2081 0.0591
H3 -0.4454 -2.0455 -0.8892
H4 -0.4883 -1.5900 1.9230
H5 -1.6986 0.4344 0.1119
H6 -2.7153 -0.0274 1.5952
H7 1.8200 0.1605 0.5551
H8 2.3122 1.2927 -0.7538
H9 0.8158 2.0655 -1.4153
N1 -0.2469 0.4143 1.6227
O1 -0.6763 0.1877 -1.5278

Cartesian forces (eV/Å) of the 3 atoms listed first:
-1.73 0.41 -2.68
-0.32 -2.12 0.14
3.14 -3.76 -0.72

Output
HOMO level, eV: -8.08
ΔE to the lowest compared entry with this formula, charge and spin, eV: 11.014
Kohn-Sham gap, Eh: 0.28281
E_tot, a.u.: -363.61949
E_LUMO, eV: -0.379

=====

10.
DFT (ωB97M-V/def2-TZVPD) results for C6H9NO in the gas phase at a distorted geometry.

Atoms and positions in Å:
O1 -2.7911 2.7198 -1.4699
C1 -2.1497 2.1609 -0.6171
C2 -0.9181 1.3955 -0.9347
C3 -0.1448 0.9142 0.3182
C4 0.6295 -0.3356 0.2183
C5 0.4904 -1.3454 1.0873
N1 0.8939 -2.6889 0.7511
C6 2.0401 -2.8302 0.2428
H1 -2.4136 2.2731 0.4496
H2 -1.1173 0.5144 -1.5563
H3 -0.3890 2.0891 -1.6018
H4 -0.8513 0.8257 1.1518
H5 0.3689 1.8420 0.6076
H6 1.2980 -0.4221 -0.6334
H7 -0.0970 -1.2820 1.9903
H8 2.3921 -3.8064 -0.0907
H9 2.7591 -2.0240 0.0870

Cartesian forces (eV/Å) of the 3 atoms listed first:
-0.17 -0.06 0.23
-0.48 0.38 -0.35
0.67 -1.20 -0.25

Output
HOMO level, eV: -9.24
ΔE to the lowest compared entry with this formula, charge and spin, eV: 2.278
Kohn-Sham gap, Eh: 0.36616
Structure (SMILES): C=N/C=C/CCC=O
E_tot, a.u.: -363.94053
E_LUMO, eV: 0.721

=====

11.
DFT (ωB97M-V/def2-TZVPD) results for 2 unconnected molecules or ions with the total composition C6H9NO at a distorted geometry.

Atoms and positions in Å:
C1 0.4707 -1.9033 -0.8856
C2 1.6962 -2.4424 -0.3480
C3 -0.3658 0.3455 1.9751
C4 -0.1676 1.4203 1.1945
C5 0.1819 -0.9208 -1.7023
C6 -1.1266 2.0747 0.2213
N1 0.0164 -0.2814 -2.7193
O1 2.8276 -2.1520 -0.7268
H1 -0.5082 -2.3172 -0.4213
H2 1.5832 -3.0569 0.5424
H3 -1.2923 -0.2007 1.9448
H4 0.4549 -0.1051 2.5900
H5 0.6774 2.0380 1.3344
H6 -1.7415 2.9031 0.6650
H7 -0.6937 2.5896 -0.6519
H8 -1.7824 1.3069 -0.3141
H9 -0.2301 0.7020 -2.6983

Cartesian forces (eV/Å) of the 3 atoms listed first:
-3.23 -1.18 1.78
2.11 1.50 -0.31
1.07 0.27 -0.57

Output
HOMO level, eV: -9.38
ΔE to the lowest compared entry with this formula, charge and spin, eV: 3.217
Kohn-Sham gap, Eh: 0.35296
Structure (SMILES): N=C=CC=O.C=CC
E_tot, a.u.: -363.90601
E_LUMO, eV: 0.227

=====

12.
DFT (ωB97M-V/def2-TZVPD) results for C6H9NO in the gas phase at a distorted geometry.

Atoms and positions in Å:
C1 1.8600 -1.0129 0.1450
C2 1.3568 1.3420 -0.2945
C3 -0.4871 -0.5137 -1.7555
C4 0.6541 0.1890 1.8091
C5 -0.5466 -0.4443 -0.2563
C6 0.8003 0.0429 0.3065
N1 2.7183 -1.7488 -0.0091
O1 2.3266 1.4279 -0.9631
H1 0.8517 2.3543 0.0907
H2 0.1874 -1.3516 -2.2342
H3 -0.0033 0.3654 -2.1316
H4 -1.4570 -0.4671 -2.2118
H5 -0.2373 0.8613 1.9060
H6 0.1727 -0.7600 2.0321
H7 1.6179 0.4716 2.3459
H8 -1.3009 0.3510 0.1109
H9 -1.0302 -1.3999 0.0299

Cartesian forces (eV/Å) of the 3 atoms listed first:
-0.97 1.23 -0.60
-1.45 1.84 1.35
1.51 -0.64 -1.66

Output
HOMO level, eV: -10.47
ΔE to the lowest compared entry with this formula, charge and spin, eV: 1.812
Kohn-Sham gap, Eh: 0.40849
Structure (SMILES): CC[C@@](C)(C#N)C=O
E_tot, a.u.: -363.95765
E_LUMO, eV: 0.643